172
Properties=species:S:1:pos:R:3:mulliken_charge:R:1 method="wB97M-V/def2-TZVPD" e_homo_ev=-9.3807 smiles="CCOP(=O)(OCC)OCC.CCOP(=O)(OCC)OCC.CCOP(=O)(OCC)OCC.CCOP(=O)(OCC)OCC.CCOP(=O)(OCC)OCC.O=C1OCCO1.O=C1OCCO1.O=C1OCCO1.CC#N.CC#N" homo_lumo_gap_ev=9.684 largest_force_ev_per_a=5.924 lumo_energy_ev=0.30 total_charge=0
P 0.70892 19.79448 23.29307 0.342
P 4.25702 16.05329 17.97477 0.237
P 4.24104 21.43860 24.44463 0.266
P -2.70180 14.05841 23.37007 0.606
P 7.21864 10.56370 26.62884 0.816
O -4.21713 16.95877 26.94410 -0.328
O 3.66884 14.73930 18.82002 -0.253
O 2.26589 9.40594 23.25285 -0.381
O 8.49475 9.63622 27.08914 -0.345
O 4.23524 17.26078 19.11532 0.264
O 7.83055 11.92207 26.09808 -0.300
O -2.89127 15.06428 24.40486 -0.384
O 4.00445 21.72067 26.01094 0.073
O -0.86957 19.47744 23.15373 -0.447
O 1.48955 18.48702 22.80223 0.388
O 0.49424 10.89705 23.30497 -0.523
O 3.45643 15.56982 28.23312 -0.370
O -4.08849 13.37587 22.78771 -0.257
O 1.11451 21.00063 22.48669 -0.766
O 6.52947 10.86317 28.05962 -0.143
O 6.39131 9.90616 25.58491 -0.726
O 1.12346 19.82861 24.93161 0.064
O -1.86993 12.73613 23.83784 -0.289
O 1.97059 13.99471 27.99636 -0.152
O -5.72839 15.45489 26.40926 -0.658
O 4.02717 19.85169 24.41704 0.439
O 3.58039 16.34999 16.70887 -0.750
O -1.91192 14.61423 21.98471 -0.169
O 2.37335 11.12780 24.62849 0.456
O 3.73688 13.88180 26.63768 -0.217
O 5.82779 15.77050 17.74793 -0.151
O 5.85093 21.54331 24.10815 -0.347
O -4.05822 15.08311 27.94223 -0.399
O 3.33110 22.21833 23.56145 -0.698
N 1.53585 10.32720 27.57670 -0.271
N 0.17660 16.54644 26.12570 -0.382
C 4.17934 17.58649 25.13266 -0.185
C -4.70289 15.80886 27.00492 0.764
C -3.11746 17.17423 27.79471 0.220
C 7.83934 21.08953 22.77167 -1.425
C 3.56224 10.45242 24.72518 0.337
C 1.34959 16.67174 21.19735 -0.584
C 0.10894 8.40562 26.48108 -0.855
C 7.45589 14.23562 16.99912 -1.137
C 3.63227 9.49911 23.55177 -0.402
C 0.23813 20.40632 25.87333 -0.233
C 3.64803 12.95941 20.30240 -0.838
C 7.18621 14.07488 26.74043 -0.920
C 9.36158 10.06438 28.06682 -0.135
C -5.11581 14.15302 22.19397 -0.084
C 5.93929 18.86568 19.51085 -0.496
C 6.31848 21.13683 22.81695 0.457
C 4.77282 18.96046 25.28637 -0.237
C 0.53600 15.81968 25.31390 0.178
C 9.18587 9.31599 29.39130 -1.036
C 5.17093 10.94903 28.26684 1.488
C 4.92404 9.86358 29.35451 -1.590
C 6.33865 15.19784 16.56571 -0.296
C 4.68411 22.78925 26.64464 -0.408
C 0.96123 14.84194 24.29208 2.204
C 2.42994 15.95083 29.01511 -0.189
C -2.20044 12.01610 25.00064 -0.637
C 0.90212 9.52002 27.13907 0.326
C 1.50402 14.78651 29.03408 0.281
C -1.17862 12.09210 26.14716 0.301
C -2.47815 18.03937 21.93163 -1.226
C 4.72750 18.57030 18.70285 -0.560
C -6.51511 14.09117 22.81836 -1.282
C 4.50386 14.11017 19.78444 0.092
C 1.57000 10.46131 23.71425 0.054
C -1.46390 18.18695 23.10142 1.412
C 3.09588 14.45036 27.55086 0.447
C -1.65183 13.62354 21.01409 -0.944
C 6.93694 12.90948 25.75846 0.313
C 1.55191 18.18878 21.44267 -0.797
C 0.77685 20.37669 27.27025 -0.895
C -0.19025 13.22864 21.17158 0.636
C -2.89608 15.79083 28.37949 0.196
C 5.69342 22.18916 27.67624 -1.089
H 1.55207 14.18425 29.94130 0.355
H 1.45126 15.32537 23.44694 -0.920
H 3.59843 9.86899 25.64518 -0.075
H 5.92095 20.15607 22.55581 -0.264
H 6.59668 13.83294 27.62475 0.155
H 10.43147 9.98804 27.87286 0.447
H 5.55652 10.07477 30.21675 0.346
H -0.08711 12.58327 22.04391 -0.344
H 0.16262 12.61371 20.34366 0.537
H -4.73741 15.16598 22.05673 0.268
H 9.31453 8.28992 29.04672 0.280
H -2.25496 17.50087 27.21376 -0.231
H 8.29224 20.77536 21.83132 0.392
H 3.87997 23.32344 27.15071 0.364
H -0.39909 8.89885 25.65238 0.167
H 1.08999 19.42358 27.69642 -0.015
H -0.04923 21.43916 25.67645 0.363
H 3.18310 17.54834 25.57330 -0.135
H -2.23629 10.97619 24.67599 0.271
H -6.52863 14.49227 23.83178 0.249
H 6.18191 22.97286 28.25527 0.412
H 5.19055 8.84307 29.07947 0.384
H -1.08000 11.32970 26.91991 0.507
H 6.89065 14.99877 26.24326 0.185
H -1.27828 13.09252 26.56826 -0.388
H 3.26208 12.35340 19.48270 0.353
H -2.34034 12.78438 21.11343 0.488
H -5.37198 13.80388 21.19368 0.367
H 5.30628 21.40552 28.32750 0.270
H 0.30509 16.37858 21.30308 0.022
H 4.21664 12.32070 20.97829 0.386
H -7.26038 14.59180 22.20026 0.386
H 6.91550 13.30419 24.74267 0.393
H 4.01128 8.51650 23.83269 0.321
H -3.39607 18.61097 22.06873 0.422
H 4.01089 19.38936 18.76375 0.366
H 8.04802 13.99005 16.11754 0.408
H 6.66522 18.06080 19.39557 0.227
H 0.51625 15.17129 28.78036 -0.295
H 4.43414 11.10144 24.80688 -0.287
H 5.23573 23.44755 25.97349 0.357
H 4.99728 18.52069 17.64793 0.453
H 4.76408 11.90244 28.60384 -0.054
H 8.20397 14.26977 27.07847 0.378
H -3.30158 17.98645 28.49792 0.282
H 4.70930 19.31007 26.31683 0.150
H 1.54848 16.43654 20.15178 0.505
H 5.54582 18.94857 20.52397 -0.165
H 8.30221 22.07520 22.81977 0.347
H 5.59486 14.71343 15.93308 0.337
H -3.21531 12.33718 25.23529 0.492
H -0.24100 12.13181 25.59274 -0.413
H 5.79849 18.94196 24.91792 0.221
H 9.19922 11.12907 28.23466 0.143
H 2.50734 18.55993 21.07185 0.136
H 8.32652 20.43052 23.49032 0.354
H 4.24614 9.96163 22.77889 0.196
H 1.58240 21.09212 27.43563 0.155
H 4.74967 14.79408 20.59681 0.184
H 0.80839 7.65170 26.11988 0.345
H 2.01046 16.83913 28.54283 -0.079
H 8.21182 9.45406 29.86062 0.163
H -2.73026 16.98752 21.79688 -0.007
H 5.87547 12.67204 25.82923 -0.312
H -1.94891 15.34993 28.06873 -0.257
H 9.96196 9.47269 30.14046 0.380
H -6.66921 13.01868 22.93726 0.302
H 6.42139 19.78792 19.18656 0.439
H 3.85330 9.77186 29.53671 0.401
H -0.77011 19.99425 25.83154 0.287
H 5.97145 21.82085 22.04249 0.317
H 2.93499 16.22540 29.94120 0.334
H 4.65326 10.62138 27.36531 -0.654
H -2.04549 18.42143 21.00700 0.373
H 4.12898 17.42078 24.05651 0.113
H 0.01661 14.35558 24.04870 -1.155
H -0.55255 8.00806 27.25080 0.384
H -3.00940 15.85389 29.46175 0.374
H 6.79112 15.99371 15.97412 0.292
H 2.10476 16.10598 21.74299 0.052
H 0.01578 20.81350 27.91684 0.451
H 7.02135 13.32218 17.40519 0.279
H 0.55121 14.00102 21.37590 -0.484
H -1.81441 14.15970 20.07910 0.415
H 1.66383 14.14632 24.75096 0.001
H 5.47656 13.76617 19.43285 0.277
H -1.86513 17.93468 24.08299 0.186
H -0.69341 17.42769 22.96733 -0.905
H 0.86486 18.76790 20.82568 0.479
H 2.78801 13.30792 20.87423 -0.131
H 8.08371 14.67805 17.77255 0.276
H 6.41858 21.68620 27.03649 0.236
H 4.77772 16.78956 25.57419 0.162